99
Properties=species:S:1:pos:R:3:forces:R:3:lowdin_charge:R:1 method="wB97M-V/def2-TZVPD" homo_lumo_gap_ev=1.6 e_lumo_ev=-8.81 charge=+2
C -3.439 9.794 5.803 -0.184 -0.599 0.007 -0.107
C -3.581 8.653 4.633 2.078 4.590 -1.514 -0.256
C -2.250 8.541 3.664 -0.725 -0.707 -0.757 -0.195
C -2.823 8.373 2.116 -0.599 -0.197 0.987 -0.200
C -3.588 6.903 1.943 0.841 -0.244 0.012 -0.196
C -2.558 5.808 1.216 -0.644 0.122 -0.757 -0.193
C -3.246 5.368 -0.243 1.129 -0.133 0.087 -0.215
C -2.271 4.275 -1.021 0.142 0.074 0.301 -0.195
C -2.336 2.756 -0.332 0.150 0.698 -0.138 -0.175
C -1.914 1.568 -1.396 -1.111 -0.177 1.211 -0.252
C -2.961 0.288 -1.143 -0.184 0.937 -0.646 -0.283
C -2.455 -1.117 -1.802 -0.666 0.080 -0.812 -0.229
C -1.882 -2.237 -0.753 0.808 -0.783 -1.159 -0.450
C -2.919 -3.252 0.022 -0.102 -0.802 -0.070 -0.034
B -4.159 -2.510 0.807 -0.647 0.779 4.888 -0.439
O -4.214 -2.483 2.312 0.079 0.761 -6.338 0.036
O -5.271 -1.801 0.115 2.088 -1.646 -1.308 -0.207
S -0.817 -1.198 0.446 1.489 0.662 -1.055 1.033
C 0.682 -1.029 -0.727 -3.183 -4.184 0.913 -0.665
S 2.017 0.283 -0.672 -0.754 -0.764 -0.021 0.789
N 0.483 -2.125 -1.533 2.885 2.596 0.340 0.020
C -0.682 -3.138 -1.497 0.625 0.490 -0.615 -0.311
C -0.197 -4.534 -0.794 0.508 -0.914 0.215 -0.111
C 0.690 -4.380 0.570 1.161 -0.991 -0.199 -0.211
C 2.028 -5.370 0.405 -0.711 -1.125 0.456 -0.430
S 3.228 -4.603 -0.869 1.168 -0.803 -0.085 0.780
C 4.687 -5.739 -1.175 0.493 -2.498 1.404 -0.945
S 4.923 -7.261 -0.378 -0.530 3.824 -1.957 0.684
N 5.763 -5.276 -2.172 3.913 2.233 -3.484 -0.154
C 5.679 -5.075 -3.674 3.301 1.426 -0.947 -0.001
C 7.130 -4.531 -4.297 -3.102 -1.533 5.295 -0.050
N 8.059 -4.414 -3.098 -6.982 -2.575 1.182 -0.132
C 7.219 -4.886 -1.902 0.431 0.778 -2.734 -0.076
O -0.832 -3.360 -2.975 -2.201 -1.815 2.807 0.062
B -1.871 -4.362 -3.264 -1.870 -1.012 -1.251 -0.499
O -1.678 -5.835 -3.333 0.531 3.289 -1.162 0.072
O -3.266 -3.889 -3.578 3.702 -0.946 -1.547 0.039
H -2.302 10.015 6.035 -2.427 -0.529 -0.509 0.098
H -3.961 9.413 6.797 1.010 0.987 -2.087 0.100
H -3.984 10.787 5.429 1.168 -2.213 0.826 0.113
H -4.492 8.886 3.936 1.122 -1.081 1.597 0.142
H -3.762 7.586 5.101 0.175 -1.715 0.902 -0.108
H -1.663 7.553 3.900 -0.904 2.079 -0.310 0.110
H -1.539 9.493 3.744 -1.660 -2.070 0.151 0.135
H -1.898 8.458 1.404 -1.936 -0.078 1.137 0.116
H -3.613 9.243 1.938 1.871 -1.717 0.126 0.117
H -3.881 6.423 2.980 0.491 1.262 -1.929 0.094
H -4.582 7.030 1.321 2.109 -0.286 1.160 0.113
H -1.505 6.310 0.989 -2.243 -1.132 0.525 0.116
H -2.375 4.858 1.905 -0.475 2.042 -1.510 0.116
H -4.334 4.952 -0.070 2.129 0.774 -0.356 0.110
H -3.300 6.332 -0.929 -0.011 -1.944 1.496 0.121
H -1.150 4.677 -0.952 -2.436 -1.030 -0.314 0.108
H -2.570 4.198 -2.171 0.557 0.159 2.444 0.112
H -3.446 2.565 0.060 2.357 0.319 -0.902 0.121
H -1.606 2.733 0.599 -1.544 -0.053 -1.929 0.128
H -2.130 1.976 -2.496 0.756 -0.427 2.186 -0.072
H -0.788 1.258 -1.341 -2.122 0.738 -0.146 0.085
H -3.948 0.604 -1.736 1.892 -0.720 1.298 0.087
H -3.272 0.242 -0.017 0.771 -0.054 -2.063 0.113
H -1.599 -0.846 -2.576 -1.699 -0.781 1.643 0.091
H -3.353 -1.530 -2.471 2.101 0.442 1.458 0.121
H -2.364 -3.916 0.844 -1.085 1.746 -1.739 0.145
H -3.423 -4.052 -0.707 1.330 1.822 0.993 0.154
H -4.409 -1.509 2.544 0.313 -0.927 1.564 0.052
H -5.085 -1.978 -0.872 -1.011 0.905 1.660 0.139
H 3.207 -0.215 -0.071 -1.745 -0.500 -0.627 -0.063
H 1.240 -2.231 -2.243 -1.056 -0.410 0.371 0.164
H -1.088 -5.280 -0.521 1.657 2.001 -0.916 0.156
H 0.477 -5.151 -1.562 -1.633 1.710 1.332 0.132
H 1.116 -3.317 0.789 -1.262 -1.931 -0.248 0.088
H 0.077 -4.854 1.465 1.466 1.373 -1.672 0.145
H 1.650 -6.366 -0.082 0.920 1.698 1.176 0.100
H 2.565 -5.567 1.441 -1.061 0.450 -2.351 0.115
H 4.732 -5.251 -4.364 2.105 0.250 2.134 0.130
H 7.398 -4.246 -5.414 -0.654 -0.774 2.819 0.122
H 7.765 -4.908 -0.861 -1.800 -0.185 -2.147 0.130
H -1.692 -6.168 -4.277 -0.199 0.456 1.649 0.131
H -3.322 -4.058 -4.583 -0.445 0.297 2.208 0.141
C 8.258 -9.813 0.913 0.362 -0.023 0.045 0.034
N 7.039 -10.448 1.483 -0.727 -0.752 0.878 -0.422
O 7.180 -11.130 2.505 -0.441 1.111 -1.714 0.076
O 5.974 -10.245 0.887 1.276 -0.235 0.825 0.007
H 9.116 -10.076 1.535 -0.307 -0.003 -0.093 0.099
H 8.386 -10.196 -0.101 -0.123 0.149 0.152 0.103
H 8.097 -8.733 0.914 -0.067 -0.213 -0.106 0.087
C 3.286 4.196 -1.330 0.539 -0.339 -0.781 -0.063
C 1.843 4.314 -0.871 -1.296 0.298 0.665 -0.738
O 1.664 5.001 0.173 0.133 -0.479 -0.667 -0.059
O 1.006 3.707 -1.596 0.791 0.256 0.671 -0.061
H 3.962 4.741 -0.663 -0.057 0.008 0.038 -0.136
H 3.587 3.144 -1.342 0.026 0.070 -0.113 0.061
H 3.390 4.607 -2.339 0.012 -0.158 0.087 0.090
Be 4.928 5.756 0.766 -0.270 0.110 0.176 0.520
Cl -3.148 6.289 6.065 -0.523 0.859 -0.633 0.318
F -3.909 -0.761 3.995 -0.242 0.263 -0.811 -0.484
Na 9.942 -3.432 -2.279 0.090 0.003 -0.190 0.801
Br -6.980 -0.378 0.841 0.958 -0.601 -0.214 0.609
Be -2.793 1.102 -3.883 -0.356 -0.164 -0.867 0.491